<w>
{
  "formula": "C2H4NOP",
  "method": "ωB97M-V with the def2-TZVPD basis set",
  "e_lumo_ev": 0.85,
  "e_homo_ev": -9.365,
  "gap_ev": 10.218,
  "smiles": "C1=NOPC1",
  "symbols": ["C", "C", "N", "O", "P", "H", "H", "H", "H"],
  "xyz": [[-0.312, 1.036, -0.230], [-0.730, -0.451, -0.214], [0.889, 1.300, -0.007], [1.743, 0.169, 0.031], [0.938, -1.325, -0.067], [-0.849, 1.960, -0.246], [-1.352, -0.463, 0.569], [-1.248, -0.711, -1.274], [0.922, -1.516, 1.438]],
  "nbo_charge": [0.01, -0.77, -0.08, -0.64, 0.84, 0.23, 0.24, 0.24, -0.07]
}

<x>
{
  "formula": "C2H4NOP",
  "method": "ωB97M-V with the def2-TZVPD basis set",
  "e_lumo_ev": [-0.03, -0.03],
  "e_homo_ev": [-8.204, -8.203],
  "gap_ev": [8.177, 8.176],
  "symbols": ["C", "C", "N", "O", "P", "H", "H", "H", "H"],
  "xyz": [[-0.306, 1.221, 0.031], [-0.357, -1.177, -0.071], [1.007, 1.251, -0.084], [1.066, -1.261, 0.071], [2.003, 0.054, -0.014], [-0.798, 1.776, -0.769], [-0.848, 1.434, 1.015], [-0.999, -1.591, 0.863], [-0.767, -1.708, -1.042]],
  "nbo_charge": [-0.14, -0.24, -0.93, -0.82, 1.36, 0.19, 0.20, 0.19, 0.18]
}

<y>
{
  "formula": "C2H4NOP",
  "method": "ωB97M-V with the def2-TZVPD basis set",
  "e_lumo_ev": -0.21,
  "e_homo_ev": -8.158,
  "gap_ev": 7.943,
  "symbols": ["C", "C", "N", "O", "P", "H", "H", "H", "H"],
  "xyz": [[0.453, 0.414, 0.622], [0.982, -0.879, 0.364], [0.901, 1.565, 0.574], [-2.000, 0.658, -0.484], [-1.335, -0.394, 0.628], [1.518, -0.939, -0.469], [1.025, -1.478, 1.157], [0.238, 2.340, 0.655], [-2.943, 0.612, -0.496]],
  "nbo_charge": [0.03, -0.47, -0.64, -0.98, 0.78, 0.21, 0.21, 0.35, 0.50]
}

It is <w> that is most stable; the runner-up trails by 45.6 kJ/mol.

<w>
{
  "formula": "C4H5NS",
  "method": "ωB97M-V with the def2-TZVPD basis set",
  "e_lumo_ev": [-1.61, -1.61],
  "e_homo_ev": [-9.461, -9.459],
  "gap_ev": [7.854, 7.851],
  "symbols": ["C", "C", "C", "C", "N", "S", "H", "H", "H", "H", "H"],
  "xyz": [[1.141, -1.235, -0.282], [-1.179, 0.129, -0.771], [-1.059, -0.081, 0.780], [0.174, -0.189, -0.104], [1.961, -2.020, -0.470], [1.937, 1.654, -0.185], [-1.642, -0.631, -1.432], [-1.112, 1.138, -1.134], [-1.174, 0.854, 1.452], [-1.407, -1.088, 1.060], [2.360, 1.470, 1.086]],
  "nbo_charge": [0.21, -0.43, -0.44, 0.02, -0.27, -0.21, 0.24, 0.25, 0.27, 0.24, 0.13]
}

<x>
{
  "formula": "C4H5NS",
  "method": "ωB97M-V with the def2-TZVPD basis set",
  "e_lumo_ev": 0.30,
  "e_homo_ev": -8.255,
  "gap_ev": 8.551,
  "smiles": "S=C1C=CCN1",
  "symbols": ["C", "C", "C", "C", "H", "H", "H", "H", "H", "N", "S"],
  "xyz": [[-0.227, -0.074, 0.359], [0.753, 0.683, -1.649], [1.487, -0.611, -1.202], [1.065, -0.962, 0.071], [-1.413, 1.284, -0.903], [0.147, 0.482, -2.630], [1.423, 1.573, -1.749], [2.315, -1.219, -1.834], [1.139, -1.963, 0.683], [-0.391, 0.768, -0.732], [-1.209, 0.016, 1.630]],
  "nbo_charge": [0.04, -0.27, -0.17, -0.26, 0.45, 0.22, 0.23, 0.24, 0.26, -0.62, -0.11]
}

It is <x> that is most stable; the runner-up trails by 169.3 kJ/mol.

<w>
{
  "formula": "C4H5NS",
  "method": "ωB97M-V with the def2-TZVPD basis set",
  "e_lumo_ev": [-0.45, -0.78],
  "e_homo_ev": [-8.071, -8.020],
  "gap_ev": [7.620, 7.243],
  "symbols": ["C", "C", "C", "C", "N", "S", "H", "H", "H", "H", "H"],
  "xyz": [[-4.292, -0.122, 0.011], [-2.971, -0.556, -0.120], [-0.213, -0.062, 0.076], [1.101, 0.654, -0.192], [-5.428, 0.091, -0.086], [-1.775, 0.596, 0.111], [-2.869, -1.568, -0.309], [-0.255, -1.168, 0.175], [1.075, 1.629, -0.735], [1.578, -0.076, -0.879], [1.587, 0.554, 0.740]],
  "nbo_charge": [0.22, -0.68, -0.44, -0.65, -0.33, 0.71, 0.25, 0.22, 0.24, 0.23, 0.23]
}

<x>
{
  "formula": "C4H5NS",
  "method": "ωB97M-V with the def2-TZVPD basis set",
  "e_lumo_ev": 0.21,
  "e_homo_ev": -9.451,
  "gap_ev": 9.661,
  "smiles": "C[C@H]1S[C@@H]1C#N",
  "symbols": ["C", "C", "C", "C", "H", "H", "H", "H", "H", "N", "S"],
  "xyz": [[-1.467, -0.500, -0.004], [-0.224, 0.047, -0.534], [0.861, 0.180, 0.430], [2.287, 0.027, 0.119], [-1.904, -1.338, -0.610], [-1.329, -0.838, 0.985], [-2.073, 0.349, 0.050], [-0.094, -0.026, -1.586], [0.532, 0.069, 1.467], [3.374, 0.214, -0.274], [0.037, 1.816, -0.043]],
  "nbo_charge": [-0.63, -0.25, -0.38, 0.26, 0.23, 0.21, 0.24, 0.25, 0.27, -0.27, 0.08]
}

<y>
{
  "formula": "C4H5NS",
  "method": "ωB97M-V with the def2-TZVPD basis set",
  "e_lumo_ev": 0.74,
  "e_homo_ev": -8.854,
  "gap_ev": 9.599,
  "smiles": "C#C/C(C)=N/S",
  "symbols": ["C", "C", "C", "C", "H", "H", "H", "H", "H", "N", "S"],
  "xyz": [[0.538, -0.166, -1.549], [0.050, 0.427, -0.260], [-0.053, 1.869, -0.187], [-0.168, 3.057, -0.185], [0.689, 0.638, -2.292], [-0.184, -0.838, -2.003], [1.468, -0.719, -1.401], [-0.527, -2.147, 1.973], [-0.347, 4.116, -0.149], [-0.236, -0.224, 0.792], [-0.103, -1.913, 0.713]],
  "nbo_charge": [-0.69, 0.18, -0.06, -0.18, 0.24, 0.24, 0.24, 0.13, 0.24, -0.51, 0.17]
}

It is <x> that is most stable; the runner-up trails by 91.4 kJ/mol.

<w>
{
  "formula": "C22H29F7MoN6S3SbSi",
  "method": "ωB97M-V with the def2-TZVPD basis set",
  "e_lumo_ev": [-0.60, -1.02],
  "e_homo_ev": [-7.502, -8.744],
  "gap_ev": [6.901, 7.724],
  "spin_multiplicity": 4,
  "symbols": ["Mo", "C", "S", "C", "S", "N", "N", "C", "C", "C", "C", "C", "C", "N", "H", "H", "H", "H", "H", "H", "H", "H", "C", "Si", "C", "C", "N", "C", "C", "C", "C", "C", "C", "F", "H", "H", "H", "H", "H", "H", "H", "H", "H", "H", "H", "H", "H", "F", "Sb", "F", "F", "F", "F", "F", "C", "N", "C", "C", "N", "C", "S", "H", "H", "H", "H", "H", "H", "C", "H", "H"],
  "xyz": [[-0.370, 0.134, 0.527], [-2.853, 5.036, -0.829], [-1.131, 4.608, -1.151], [-0.946, 3.187, -0.141], [0.577, 2.343, -0.298], [-1.901, 2.866, 0.661], [-1.520, 1.772, 1.423], [-1.746, 1.806, 2.675], [-1.019, 0.816, 3.463], [-1.216, 0.634, 4.821], [-0.413, -0.268, 5.490], [0.584, -0.929, 4.786], [0.715, -0.691, 3.432], [-0.077, 0.154, 2.770], [-3.088, 5.879, -1.476], [-2.977, 5.317, 0.213], [-3.493, 4.188, -1.058], [-2.343, 2.593, 3.124], [-2.015, 1.166, 5.317], [-0.560, -0.455, 6.545], [1.250, -1.627, 5.273], [1.475, -1.180, 2.843], [0.961, -3.485, 1.823], [1.427, -2.638, 0.228], [0.455, -3.356, -1.197], [3.253, -2.984, -0.034], [1.286, -0.832, 0.171], [2.406, -0.140, -0.361], [3.318, 0.513, 0.464], [4.404, 1.198, -0.058], [4.610, 1.240, -1.429], [3.716, 0.602, -2.276], [2.640, -0.062, -1.728], [1.769, -0.677, -2.564], [0.910, -4.552, 1.588], [-0.010, -3.182, 2.210], [1.725, -3.371, 2.596], [0.399, -4.444, -1.115], [0.929, -3.108, -2.148], [-0.568, -2.976, -1.187], [3.412, -4.066, -0.044], [3.860, -2.568, 0.774], [3.634, -2.583, -0.974], [3.144, 0.485, 1.533], [5.090, 1.702, 0.610], [5.460, 1.768, -1.840], [3.843, 0.609, -3.351], [-1.126, -1.596, 0.927], [-4.808, -1.108, 2.374], [-5.379, 0.764, 2.364], [-3.065, -0.455, 2.789], [-5.169, -1.207, 4.284], [-4.071, -2.904, 2.382], [-4.332, -0.904, 0.468], [-0.905, -1.140, -4.079], [-0.480, 0.252, -4.073], [0.553, 0.773, -4.821], [0.625, 2.095, -4.543], [-0.359, 2.350, -3.624], [-1.022, 1.229, -3.333], [-2.378, 1.127, -2.258], [-0.812, -1.528, -5.091], [-1.945, -1.185, -3.763], [-0.285, -1.723, -3.399], [1.145, 0.157, -5.473], [1.290, 2.857, -4.904], [-0.541, 3.217, -3.121], [-1.787, -0.104, -1.066], [-1.458, -1.000, -1.601], [-2.699, -0.412, -0.537]],
  "nbo_charge": [1.41, -0.74, 0.27, -0.05, -0.20, -0.37, -0.28, 0.18, 0.20, -0.19, -0.13, -0.23, 0.08, -0.45, 0.23, 0.24, 0.24, 0.22, 0.24, 0.23, 0.23, 0.22, -1.15, 1.83, -1.14, -1.15, -1.01, 0.10, -0.21, -0.21, -0.22, -0.23, 0.34, -0.35, 0.25, 0.28, 0.22, 0.24, 0.23, 0.25, 0.24, 0.24, 0.24, 0.22, 0.22, 0.22, 0.22, -0.60, 2.59, -0.71, -0.73, -0.70, -0.69, -0.72, -0.42, -0.31, -0.05, -0.05, -0.49, 0.27, 0.31, 0.22, 0.24, 0.24, 0.24, 0.24, 0.46, -0.90, 0.23, 0.32]
}

<x>
{
  "formula": "C22H29F7MoN6S3SbSi",
  "method": "ωB97M-V with the def2-TZVPD basis set",
  "e_lumo_ev": [-1.16, -1.75],
  "e_homo_ev": [-7.317, -7.675],
  "gap_ev": [6.154, 5.924],
  "spin_multiplicity": 4,
  "symbols": ["Mo", "C", "S", "C", "S", "N", "N", "C", "C", "C", "C", "C", "C", "N", "H", "H", "H", "H", "H", "H", "H", "H", "C", "Si", "C", "C", "N", "C", "C", "C", "C", "C", "C", "F", "H", "H", "H", "H", "H", "H", "H", "H", "H", "H", "H", "H", "H", "F", "Sb", "F", "F", "F", "F", "F", "C", "N", "C", "C", "N", "C", "S", "H", "H", "H", "H", "H", "H", "C", "H", "H"],
  "xyz": [[-0.777, -0.960, 0.098], [-4.953, -2.393, 2.809], [-4.517, -3.550, 1.496], [-3.274, -2.700, 0.644], [-2.971, -1.020, 0.936], [-2.658, -3.400, -0.267], [-1.699, -2.672, -0.885], [-1.157, -3.165, -1.941], [-0.219, -2.290, -2.605], [0.349, -2.570, -3.842], [1.081, -1.587, -4.479], [1.206, -0.344, -3.871], [0.637, -0.145, -2.629], [-0.028, -1.104, -1.982], [-5.634, -2.944, 3.455], [-5.460, -1.517, 2.414], [-4.069, -2.102, 3.371], [-1.457, -4.129, -2.331], [0.178, -3.535, -4.298], [1.523, -1.773, -5.448], [1.724, 0.471, -4.356], [0.684, 0.814, -2.133], [1.523, 1.831, 0.316], [-0.317, 2.313, 0.206], [-0.374, 3.747, -1.037], [-0.850, 2.926, 1.883], [-1.283, 0.988, -0.507], [-2.519, 1.324, -1.070], [-3.276, 2.439, -0.667], [-4.500, 2.764, -1.229], [-5.047, 1.974, -2.229], [-4.342, 0.860, -2.652], [-3.123, 0.569, -2.082], [-2.478, -0.532, -2.562], [2.134, 2.669, -0.044], [1.763, 0.955, -0.291], [1.822, 1.582, 1.336], [-0.821, 4.637, -0.589], [-0.953, 3.510, -1.933], [0.635, 4.017, -1.356], [-0.325, 3.867, 2.078], [-0.579, 2.224, 2.671], [-1.920, 3.123, 1.954], [-2.897, 3.055, 0.132], [-5.033, 3.634, -0.869], [-6.006, 2.214, -2.668], [-4.720, 0.204, -3.425], [-0.090, 0.024, 1.588], [0.798, -0.844, 3.988], [-0.289, -2.503, 1.211], [-1.080, -0.457, 4.403], [1.321, -0.815, 5.855], [1.068, 1.052, 3.950], [2.751, -0.648, 2.730], [5.150, -1.989, 2.026], [5.048, -0.686, 1.371], [5.522, 0.493, 1.882], [5.192, 1.478, 1.014], [4.518, 0.871, -0.013], [4.417, -0.441, 0.224], [3.609, -1.602, -0.804], [5.990, -1.954, 2.714], [5.322, -2.752, 1.271], [4.215, -2.145, 2.560], [6.025, 0.534, 2.831], [5.354, 2.539, 1.054], [4.032, 1.333, -0.765], [2.206, -1.778, 0.182], [1.657, -2.700, 0.040], [2.241, -1.287, 1.169]],
  "nbo_charge": [1.46, -0.76, 0.36, -0.07, 0.10, -0.37, -0.20, 0.05, 0.18, -0.23, -0.14, -0.25, 0.09, -0.45, 0.24, 0.23, 0.26, 0.22, 0.23, 0.23, 0.23, 0.24, -1.14, 1.84, -1.15, -1.16, -1.09, 0.09, -0.19, -0.23, -0.23, -0.26, 0.35, -0.35, 0.21, 0.19, 0.29, 0.24, 0.24, 0.22, 0.23, 0.29, 0.23, 0.21, 0.21, 0.21, 0.22, -0.58, 2.12, -0.61, -0.75, -0.74, -0.72, -0.85, -0.42, -0.26, -0.02, -0.04, -0.47, 0.26, 0.36, 0.22, 0.22, 0.29, 0.25, 0.25, 0.45, -0.63, 0.23, 0.32]
}

It is <w> that is most stable; the runner-up trails by 72.2 kJ/mol.

<w>
{
  "formula": "C14H14N2O2S",
  "method": "ωB97M-V with the def2-TZVPD basis set",
  "e_lumo_ev": -0.46,
  "e_homo_ev": -8.377,
  "gap_ev": 7.922,
  "symbols": ["C", "C", "O", "C", "C", "C", "C", "C", "C", "H", "H", "N", "C", "N", "H", "C", "C", "C", "C", "C", "O", "H", "H", "H", "H", "H", "S", "H", "H", "H", "H", "H", "H"],
  "xyz": [[5.590, 0.582, -0.766], [4.641, 0.738, 0.216], [4.812, 1.579, 1.137], [3.293, -0.068, 0.039], [2.319, -0.144, 0.939], [1.046, -0.741, 1.074], [0.721, -1.560, 0.066], [1.748, -1.513, -1.237], [2.907, -0.822, -1.131], [3.708, -0.988, -1.852], [1.503, -1.960, -1.953], [-0.468, -2.061, -0.342], [-1.592, -2.131, 0.159], [-1.858, -0.677, 0.897], [-1.237, -0.025, 0.574], [-3.285, -0.410, 1.387], [-3.684, 0.602, 0.497], [-4.316, 1.903, 0.882], [-4.464, 2.742, -0.472], [-4.187, 1.856, -1.288], [-3.688, 0.671, -0.992], [-4.290, 2.002, -2.317], [-5.023, 3.715, -0.457], [-4.529, 2.354, 1.970], [-3.219, 0.079, 2.075], [-3.766, -1.240, 1.119], [-2.707, -3.355, 0.126], [-0.276, -2.818, -0.860], [0.341, -0.662, 1.971], [2.561, 0.596, 2.029], [6.418, 1.294, -0.643], [5.803, -0.487, -1.057], [5.180, 0.951, -1.791]],
  "nbo_charge": [-0.73, 0.56, -0.53, -0.20, -0.09, -0.31, 0.21, -0.17, -0.17, 0.21, 0.15, -0.62, 0.31, -0.67, 0.38, -0.26, 0.27, -0.31, -0.32, 0.12, -0.43, 0.19, 0.25, 0.23, 0.19, 0.25, -0.15, 0.40, 0.27, 0.22, 0.26, 0.25, 0.25]
}

<x>
{
  "formula": "C14H14N2O2S",
  "method": "ωB97M-V with the def2-TZVPD basis set",
  "e_lumo_ev": -0.05,
  "e_homo_ev": -8.224,
  "gap_ev": 8.170,
  "smiles": "CC(=O)c1cccc(NC(=S)NCc2ccco2)c1",
  "symbols": ["C", "C", "O", "C", "C", "C", "C", "C", "C", "H", "H", "H", "N", "C", "N", "H", "C", "C", "C", "C", "C", "O", "H", "H", "H", "H", "H", "S", "H", "H", "H", "H", "H"],
  "xyz": [[-4.522, -2.394, 0.703], [-3.149, -1.775, 0.759], [-2.247, -2.266, 1.401], [-2.941, -0.522, -0.017], [-1.806, 0.224, 0.292], [-1.502, 1.389, -0.406], [-2.394, 1.827, -1.390], [-3.526, 1.095, -1.688], [-3.803, -0.086, -1.019], [-4.679, -0.655, -1.284], [-4.199, 1.446, -2.456], [-2.188, 2.747, -1.919], [-0.381, 2.166, -0.143], [0.839, 1.840, 0.382], [1.156, 0.544, 0.530], [0.549, -0.160, 0.136], [2.433, 0.080, 1.035], [2.954, -1.033, 0.191], [2.530, -2.324, 0.049], [3.376, -2.912, -0.922], [4.246, -1.935, -1.296], [3.995, -0.797, -0.633], [5.059, -1.928, -1.995], [3.339, -3.918, -1.284], [1.723, -2.796, 0.572], [3.130, 0.923, 1.018], [2.308, -0.261, 2.071], [1.862, 3.079, 0.769], [-0.447, 3.143, -0.398], [-1.203, -0.111, 1.121], [-5.285, -1.649, 0.916], [-4.698, -2.799, -0.292], [-4.582, -3.203, 1.426]],
  "nbo_charge": [-0.72, 0.58, -0.54, -0.14, -0.25, 0.23, -0.24, -0.19, -0.21, 0.22, 0.22, 0.22, -0.62, 0.29, -0.59, 0.41, -0.28, 0.26, -0.31, -0.31, 0.09, -0.39, 0.20, 0.23, 0.23, 0.27, 0.21, -0.27, 0.42, 0.24, 0.23, 0.23, 0.24]
}

It is <x> that is most stable; the runner-up trails by 1089.6 kJ/mol.

<w>
{
  "formula": "C3H13N2O3",
  "method": "ωB97M-V with the def2-TZVPD basis set",
  "e_lumo_ev": -3.27,
  "e_homo_ev": -13.668,
  "gap_ev": 10.401,
  "charge": 1,
  "symbols": ["N", "C", "C", "N", "C", "O", "H", "H", "H", "H", "H", "H", "H", "H", "H", "H", "H", "O", "H", "H", "O"],
  "xyz": [[1.258, -1.702, -0.151], [0.565, -0.771, -1.206], [-0.906, -0.778, -0.882], [-1.713, 0.291, -1.033], [-1.182, 1.411, -1.788], [-1.323, -1.909, -0.589], [2.274, -1.854, -0.562], [0.805, -2.585, -0.125], [1.368, -1.231, 0.727], [0.931, 0.226, -1.124], [0.737, -1.058, -2.304], [-2.687, 0.165, -0.708], [-0.867, 2.222, -1.113], [-1.936, 1.800, -2.399], [-0.276, 1.207, -2.561], [1.089, 1.122, 2.060], [2.225, 0.142, 2.690], [1.922, 0.594, 1.925], [-0.435, 0.637, 3.734], [-1.194, 1.391, 2.591], [-0.655, 0.682, 2.817]],
  "nbo_charge": [-0.68, -0.31, 0.63, -0.60, -0.43, -0.62, 0.45, 0.46, 0.47, 0.24, 0.27, 0.45, 0.21, 0.23, 0.21, 0.51, 0.48, -1.00, 0.49, 0.49, -0.96]
}

<x>
{
  "formula": "C3H13N2O3",
  "method": "ωB97M-V with the def2-TZVPD basis set",
  "e_lumo_ev": -3.01,
  "e_homo_ev": -14.224,
  "gap_ev": 11.214,
  "charge": 1,
  "symbols": ["N", "C", "C", "C", "N", "O", "H", "H", "H", "H", "H", "H", "H", "H", "H", "H", "H", "O", "H", "H", "O"],
  "xyz": [[-1.413, -0.090, -0.154], [0.002, -0.549, -0.392], [0.020, -1.953, -0.952], [0.546, 0.403, -1.473], [1.856, 0.667, -1.425], [-0.258, 0.902, -2.242], [-2.050, -0.882, -0.208], [-1.652, 0.511, -0.961], [-1.463, 0.417, 0.744], [0.561, -0.455, 0.550], [1.024, -2.235, -1.274], [-0.532, -2.071, -1.889], [-0.281, -2.718, -0.237], [2.217, 1.209, -2.195], [2.404, 0.412, -0.620], [2.404, 0.272, 2.267], [1.782, 1.567, 1.596], [1.762, 0.606, 1.636], [-2.519, 0.787, 2.976], [-2.459, 1.922, 1.877], [-1.950, 1.279, 2.377]],
  "nbo_charge": [-0.70, -0.18, -0.65, 0.66, -0.79, -0.62, 0.43, 0.46, 0.47, 0.28, 0.26, 0.24, 0.24, 0.43, 0.43, 0.50, 0.50, -0.98, 0.50, 0.49, -0.96]
}

It is <x> that is most stable; the runner-up trails by 166.5 kJ/mol.